Computed, not measured: C35H31BiClN4O3S as an isolated structure, with the ωB97M-V functional and the def2-TZVPD basis.

Atoms and positions in Å:
Bi 0.486226 -0.249045 -0.310043
O 2.328982 0.231112 0.972223
C 2.920457 1.154251 1.676036
C 4.257578 0.904209 2.077941
C 4.947535 1.747519 2.920485
C 4.343816 2.903519 3.413710
C 3.057281 3.195743 3.002777
C 2.342193 2.362017 2.137610
C 1.023223 2.809872 1.682043
N 0.597669 2.841257 0.437554
C -0.630659 3.457943 0.465128
C -0.956948 3.803570 1.740528
N 0.102612 3.378758 2.511710
H 4.708930 -0.008231 1.706189
H 5.967106 1.508012 3.201397
H 4.879372 3.567965 4.080198
H 2.589061 4.114474 3.341022
H -1.191837 3.612815 -0.442320
H -1.821327 4.284115 2.166339
H 0.172972 3.433160 3.511359
Cl -5.095365 4.577013 -4.281901
C -3.855372 3.469238 -3.723057
C -2.733627 3.217449 -4.539223
C -1.773248 2.343500 -4.126870
C -1.838161 1.634313 -2.865789
O -0.963001 0.788054 -2.568247
C -2.981252 1.966609 -2.038957
C -3.174523 1.459953 -0.705544
O -2.408554 0.813448 -0.004693
C -3.967836 2.859815 -2.510353
H -2.648642 3.726252 -5.491727
H -0.908410 2.138217 -4.747384
H -4.165944 1.734249 -0.278461
H -4.820601 3.075806 -1.874874
C -2.502450 -2.384206 -0.999489
C -1.686743 -2.183580 -2.239640
C -2.281829 -2.399160 -3.503271
C -1.521605 -2.343862 -4.629016
C -0.137216 -2.096774 -4.530824
C 0.713710 -2.106422 -5.655813
C 2.045491 -1.849716 -5.496025
C 2.568236 -1.565909 -4.223629
C 1.771887 -1.539391 -3.098574
S 2.493561 -1.209222 -1.535652
C 0.378806 -1.824129 -3.240784
N -0.413050 -1.858737 -2.132876
H -2.121455 -3.242413 -0.443915
H -3.547316 -2.558164 -1.253970
H -2.440245 -1.518151 -0.343237
H -3.344821 -2.593585 -3.556545
H -1.963069 -2.499660 -5.607629
H 0.293213 -2.323416 -6.631105
H 2.707900 -1.850952 -6.353463
H 3.623873 -1.355134 -4.103653
C 1.756983 -1.156156 4.303518
N 0.338301 -0.816863 4.389425
C 0.170558 0.424901 5.123220
C -0.336278 -0.747909 3.088251
C -0.220074 -2.051617 2.323355
C -0.584376 -3.219250 2.999906
C -0.405562 -4.461947 2.419609
C 0.155853 -4.548089 1.151417
C 0.469924 -3.389242 0.458794
C 0.271945 -2.122344 1.014517
H 2.138437 -1.300004 5.317237
H 2.348583 -0.375941 3.811947
H 1.889820 -2.083534 3.749997
H 0.497181 0.280271 6.156114
H -0.886863 0.703249 5.137235
H 0.752290 1.254909 4.691108
H 0.047977 0.080605 2.475807
H -1.390070 -0.540425 3.301036
H -0.987781 -3.134001 4.002833
H -0.685039 -5.359041 2.960465
H 0.329657 -5.518827 0.699943
H 0.901941 -3.473126 -0.531429

Forces on the atoms, in the same order (eV/Å):
0.27 0.25 0.23
-0.34 0.20 0.08
0.20 -0.24 0.05
0.00 -0.03 0.03
-0.06 -0.02 -0.03
0.03 0.03 0.03
0.02 -0.05 0.05
-0.03 0.02 0.02
-0.11 -0.02 -0.07
-0.03 -0.09 -0.02
0.07 0.00 -0.02
-0.01 0.00 -0.01
0.00 0.06 -0.02
-0.01 0.02 0.00
-0.01 -0.02 0.00
-0.04 0.01 -0.02
-0.01 0.02 -0.04
-0.05 -0.03 0.04
0.02 -0.03 -0.03
0.04 -0.02 0.02
0.00 0.02 -0.01
-0.03 0.02 -0.01
-0.03 -0.05 0.10
0.03 0.00 -0.08
-0.06 0.00 -0.02
-0.01 0.12 0.11
0.15 0.03 -0.13
-0.05 -0.04 0.12
0.00 -0.17 -0.04
0.04 -0.03 0.05
0.01 -0.01 -0.01
-0.02 0.00 0.02
0.02 0.04 0.01
-0.01 -0.02 -0.01
0.07 0.15 0.03
0.24 -0.04 -0.10
-0.05 -0.01 -0.04
-0.03 -0.02 -0.02
0.00 0.06 0.22
0.06 0.01 -0.08
-0.03 -0.01 -0.07
-0.06 0.03 0.16
0.02 -0.02 -0.01
0.12 -0.08 -0.20
-0.04 -0.07 -0.24
-0.23 -0.15 -0.02
0.00 -0.02 0.01
0.01 0.02 0.02
-0.02 0.10 0.04
0.01 -0.04 0.01
0.01 0.00 0.02
0.01 0.03 0.01
0.00 -0.02 0.02
-0.02 0.01 -0.05
-0.22 0.00 0.01
0.02 0.07 -0.06
-0.13 -0.23 0.03
0.02 -0.17 0.05
0.02 0.00 -0.01
0.04 0.04 -0.02
-0.02 0.01 0.04
-0.04 -0.04 -0.01
0.07 0.02 0.04
-0.11 -0.02 0.19
0.03 0.01 -0.02
0.06 0.09 -0.05
-0.01 -0.02 -0.02
0.04 0.06 -0.03
0.06 0.01 -0.01
0.02 0.04 -0.05
0.06 0.11 -0.03
0.01 0.08 -0.09
0.04 -0.01 0.01
0.00 0.01 -0.02
0.02 0.03 -0.01
-0.03 0.03 -0.04

Summary:
Energy above the lowest of the compared OMol25 structures with the same formula, charge and spin   7.64 kcal/mol
Total charge   -1
Lowest unoccupied orbital energy   2.444 eV
HOMO   -0.17017 hartree
F_max   0.4 eV/Å